(1)
Entry from the Open Molecules 2025 dataset: a molecular structure, C31H33BrCoFN3O5P (wB97M-V/def2-TZVPD).

Positions of all 76 atoms, in Å:
1 Co 0.537 -0.593 -2.771
2 C 4.313 0.851 3.448
3 C 4.244 -0.609 3.005
4 N 3.214 -0.826 1.987
5 C 3.581 -0.722 0.682
6 C 2.732 -0.858 -0.367
7 C 3.272 -0.615 -1.767
8 O 4.478 -0.577 -1.926
9 O 2.385 -0.408 -2.673
10 C 1.358 -1.159 -0.116
11 O 0.541 -1.496 -0.996
12 C 0.939 -1.076 1.270
13 C -0.416 -1.160 1.584
14 C -0.833 -1.117 2.885
15 F -2.166 -1.129 3.105
16 C 0.075 -1.044 3.953
17 C 1.426 -0.953 3.630
18 C 1.878 -0.941 2.309
19 N -0.303 -1.122 5.314
20 C 0.371 -0.319 6.318
21 C 0.691 -1.233 7.515
22 N -0.335 -2.325 7.526
23 C -1.685 -1.768 7.208
24 C -1.684 -1.393 5.713
25 H 5.090 0.979 4.200
26 H 3.360 1.185 3.860
27 H 4.556 1.486 2.596
28 H 4.062 -1.272 3.851
29 H 5.195 -0.903 2.567
30 H 4.629 -0.538 0.480
31 H -1.139 -1.253 0.782
32 H 2.144 -0.902 4.435
33 H -0.267 0.513 6.639
34 H 1.288 0.118 5.936
35 H 0.639 -0.692 8.458
36 H 1.671 -1.697 7.422
37 H -0.327 -2.833 8.410
38 H -0.097 -2.976 6.774
39 H -1.850 -0.908 7.854
40 H -2.450 -2.512 7.418
41 H -2.350 -0.539 5.558
42 H -2.067 -2.228 5.135
43 C 0.932 3.156 -3.544
44 P 0.089 1.779 -2.687
45 C 0.230 2.320 -0.938
46 C -1.664 2.002 -3.102
47 C -2.025 2.225 -4.429
48 C -3.360 2.232 -4.801
49 C -4.345 1.991 -3.856
50 C -3.993 1.759 -2.535
51 C -2.660 1.760 -2.159
52 H 0.894 3.025 -4.624
53 H 1.980 3.159 -3.244
54 H 0.461 4.101 -3.278
55 H -0.265 3.278 -0.776
56 H 1.291 2.411 -0.698
57 H -0.207 1.566 -0.283
58 H -1.261 2.375 -5.184
59 H -3.631 2.407 -5.834
60 H -5.386 1.963 -4.151
61 H -4.759 1.557 -1.798
62 H -2.398 1.557 -1.128
63 Br -3.639 -0.223 -9.158
64 C -2.279 -0.421 -7.848
65 C -0.955 -0.254 -8.222
66 C 0.038 -0.411 -7.267
67 C -0.300 -0.709 -5.956
68 C -1.633 -0.853 -5.586
69 C -2.630 -0.722 -6.545
70 C -2.063 -1.106 -4.151
71 O -3.231 -1.312 -3.891
72 O -1.125 -1.050 -3.258
73 H -0.704 -0.006 -9.244
74 H 1.076 -0.302 -7.552
75 H 0.489 -0.845 -5.226
76 H -3.664 -0.848 -6.256

## Properties
E ... -167061.29596 eV
HOMO level (alpha / beta) ... -10.1 / -10.0 eV
Multiplicity ... 2
Charge ... +1
Kohn-Sham gap (alpha / beta) ... 6.54 / 6.54 eV
⟨S²⟩ ... 1.141


(2)
Entry from the Open Molecules 2025 dataset: C21H30Cl2N2O5 in the gas phase (wB97M-V/def2-TZVPD).

Positions of all 60 atoms, in Å:
1 C 0.871 -3.937 -1.602
2 H 0.652 -2.990 -2.091
3 H 1.951 -4.030 -1.510
4 H 0.510 -4.745 -2.234
5 C 0.214 -3.989 -0.228
6 C 0.694 -2.842 0.659
7 C 0.004 -2.792 2.022
8 H 0.588 -2.161 2.692
9 H -0.032 -3.795 2.452
10 C -1.429 -2.250 1.989
11 N -1.538 -0.923 1.390
12 C -0.790 0.069 1.905
13 O -0.130 -0.049 2.925
14 C -0.702 1.391 1.119
15 N 0.711 1.690 0.980
16 C 1.408 1.128 -0.035
17 O 0.869 0.549 -0.964
18 C 2.889 1.281 0.044
19 C 3.666 0.286 -0.539
20 C 5.047 0.361 -0.497
21 C 5.662 1.450 0.119
22 C 4.886 2.454 0.682
23 C 3.507 2.369 0.651
24 H 2.919 3.168 1.075
25 H 5.374 3.298 1.142
26 Cl 7.377 1.561 0.176
27 Cl 5.996 -0.887 -1.205
28 H 3.179 -0.546 -1.025
29 H 1.194 1.894 1.843
30 H -1.078 1.279 0.104
31 C -1.441 2.505 1.861
32 H -2.443 2.151 2.108
33 H -0.919 2.717 2.796
34 C -1.548 3.775 1.016
35 C -2.203 3.500 -0.323
36 O -1.872 4.016 -1.356
37 O -3.187 2.605 -0.235
38 H -3.450 2.280 -1.122
39 H -0.566 4.204 0.819
40 H -2.149 4.520 1.542
41 C -2.531 -0.733 0.349
42 H -3.390 -1.367 0.591
43 C -2.022 -1.078 -1.056
44 C -2.968 -0.555 -2.143
45 O -2.913 0.843 -2.335
46 C -1.788 1.282 -3.078
47 H -1.871 2.365 -3.156
48 H -1.795 0.839 -4.079
49 H -0.846 1.033 -2.583
50 H -4.006 -0.769 -1.869
51 H -2.746 -1.061 -3.093
52 H -1.030 -0.648 -1.201
53 H -1.935 -2.158 -1.167
54 H -2.884 0.299 0.366
55 H -2.070 -2.921 1.418
56 H -1.799 -2.204 3.020
57 H 1.769 -2.958 0.820
58 H 0.548 -1.892 0.142
59 H -0.870 -3.944 -0.345
60 H 0.451 -4.940 0.254

## Properties
E ... -60528.50255 eV
HOMO level ... -9.3 eV
Multiplicity ... 1
Structure (SMILES) ... CCCCCN(CCCOC)C(=O)[C@@H](CCC(=O)O)NC(=O)c1ccc(Cl)c(Cl)c1
Relative energy (zero: lowest compared OMol25 entry of this formula, charge and spin) ... 0.000 eV
Kohn-Sham gap ... 9.61 eV


(3)
Entry from the Open Molecules 2025 dataset: 2 unconnected molecules or ions with the total composition C7H12BrO5S (wB97M-V/def2-TZVPD).

Positions of all 26 atoms, in Å:
1 C -2.067 0.429 2.518
2 C -2.354 1.214 1.239
3 Br -4.012 2.199 1.398
4 C -2.477 0.325 0.002
5 S -1.052 -0.781 -0.101
6 C 0.284 0.303 -0.652
7 C 1.657 -0.208 -0.256
8 C 1.717 -1.301 0.759
9 O 1.241 -2.395 0.595
10 O 2.328 -1.012 1.940
11 H -0.990 0.290 2.649
12 H -2.467 0.950 3.385
13 H -2.519 -0.565 2.473
14 H -1.534 1.911 1.072
15 H -3.359 -0.313 0.091
16 H -2.565 0.912 -0.913
17 H -1.330 -1.432 -1.238
18 H 0.285 0.335 -1.761
19 H 0.050 1.305 -0.288
20 H 2.267 0.640 0.059
21 H 2.051 -0.511 -1.255
22 H 2.837 -0.200 1.833
23 C 3.024 -0.539 -3.412
24 O 2.085 0.299 -2.985
25 O 3.861 -0.964 -2.524
26 O 3.041 -0.891 -4.628

## Properties
E ... -98566.08740 eV
HOMO level ... -1.3 eV
Multiplicity ... 1
Charge ... -1
Kohn-Sham gap ... 2.84 eV


(4)
Entry from the Open Molecules 2025 dataset: C5H8N2 in the gas phase (wB97M-V/def2-TZVPD).

Positions of all 15 atoms, in Å:
1 C -2.366 -0.270 0.069
2 C -0.928 0.294 -0.056
3 C -1.269 1.456 -0.736
4 N 1.727 1.274 -0.356
5 C 1.525 0.067 0.030
6 N 2.512 -0.892 0.263
7 C 0.163 -0.412 0.293
8 H -2.537 -0.996 -0.727
9 H -2.431 -0.741 1.051
10 H -3.170 0.478 0.007
11 H -1.640 2.239 -0.054
12 H 2.718 1.435 -0.553
13 H 2.235 -1.855 0.126
14 H 3.424 -0.695 -0.125
15 H 0.038 -1.381 0.768

## Properties
E ... -8290.80645 eV
HOMO level ... -8.1 eV
Multiplicity ... 1
Relative energy (zero: lowest compared OMol25 entry of this formula, charge and spin) ... 4.190 eV
Kohn-Sham gap ... 8.07 eV


no.,maximum force (eV Å⁻¹)
1,1.47
2,0.57
3,1.36
4,0.35